[1]
{"formula": "C49H50N3O2P2SiTl", "method": "the ωB97M-V functional and the def2-TZVPD basis", "lumo_energy_ev": -0.69, "orbital_gap_ev": 5.769, "e_above_lowest_kj_mol": 19.2, "energy_ha": -3356.708479, "elements": ["Tl", "O", "C", "O", "C", "C", "C", "C", "C", "C", "N", "C", "C", "C", "C", "C", "C", "N", "H", "H", "H", "H", "H", "H", "H", "H", "H", "H", "C", "C", "P", "C", "C", "C", "C", "C", "C", "C", "C", "C", "C", "C", "C", "C", "P", "C", "C", "C", "C", "C", "C", "C", "C", "C", "C", "C", "C", "H", "H", "H", "H", "H", "H", "H", "H", "H", "H", "H", "H", "H", "H", "H", "H", "H", "H", "H", "H", "H", "H", "H", "H", "H", "H", "C", "Si", "C", "C", "N", "C", "C", "C", "C", "C", "C", "H", "H", "H", "H", "H", "H", "H", "H", "H", "H", "H", "H", "H", "H"], "xyz": [[0.914, -0.202, -0.343], [0.426, 5.434, -6.786], [0.381, 5.251, -5.445], [0.343, 6.204, -4.721], [0.369, 3.837, -4.942], [0.618, 2.725, -5.737], [0.609, 1.454, -5.188], [0.359, 1.275, -3.828], [0.130, 2.387, -3.031], [0.128, 3.653, -3.587], [0.423, -0.014, -3.227], [0.034, -1.000, -3.908], [0.207, -2.412, -3.488], [-0.351, -3.410, -4.275], [-0.177, -4.733, -3.904], [0.574, -5.009, -2.774], [1.105, -3.940, -2.058], [0.916, -2.670, -2.392], [0.392, 4.589, -7.247], [0.862, 2.816, -6.789], [0.852, 0.601, -5.809], [-0.047, 2.268, -1.968], [-0.042, 4.524, -2.973], [-0.473, -0.860, -4.870], [-0.914, -3.145, -5.161], [-0.617, -5.534, -4.484], [0.758, -6.025, -2.453], [1.719, -4.118, -1.180], [-1.401, -3.451, 1.985], [0.116, -3.274, 1.982], [0.621, -1.682, 2.779], [2.323, -1.465, 2.158], [2.921, -0.231, 2.426], [4.199, 0.052, 1.970], [4.894, -0.891, 1.223], [4.306, -2.115, 0.941], [3.028, -2.400, 1.407], [0.909, -2.262, 4.501], [2.163, -2.509, 5.053], [2.283, -2.947, 6.366], [1.153, -3.144, 7.147], [-0.102, -2.883, 6.615], [-0.219, -2.433, 5.308], [-2.059, -2.864, 0.750], [-2.037, -1.014, 0.650], [-2.577, -0.772, -1.096], [-2.598, 0.550, -1.554], [-3.010, 0.860, -2.840], [-3.412, -0.154, -3.702], [-3.390, -1.471, -3.264], [-2.973, -1.780, -1.974], [-3.598, -0.618, 1.524], [-4.857, -0.581, 0.930], [-5.983, -0.313, 1.697], [-5.863, -0.075, 3.060], [-4.609, -0.084, 3.655], [-3.483, -0.350, 2.889], [-1.853, -3.032, 2.889], [-1.635, -4.518, 2.008], [0.476, -3.253, 0.947], [0.597, -4.110, 2.491], [2.372, 0.516, 2.990], [4.645, 1.016, 2.179], [5.890, -0.670, 0.860], [4.842, -2.852, 0.357], [2.594, -3.371, 1.198], [3.059, -2.360, 4.461], [3.266, -3.132, 6.781], [1.250, -3.490, 8.168], [-0.989, -3.014, 7.222], [-1.203, -2.202, 4.913], [-3.099, -3.192, 0.702], [-1.544, -3.240, -0.141], [-2.300, 1.351, -0.887], [-3.014, 1.891, -3.170], [-3.742, 0.083, -4.706], [-3.713, -2.267, -3.925], [-2.975, -2.816, -1.662], [-4.965, -0.756, -0.134], [-6.958, -0.285, 1.226], [-6.745, 0.126, 3.655], [-4.508, 0.128, 4.712], [-2.498, -0.337, 3.349], [-1.452, 3.082, 0.921], [0.302, 2.907, 1.597], [0.821, 4.615, 2.194], [0.072, 1.891, 3.159], [1.334, 2.106, 0.506], [2.300, 2.662, -0.302], [2.378, 4.042, -0.608], [3.335, 4.561, -1.462], [4.280, 3.742, -2.071], [4.236, 2.383, -1.793], [3.282, 1.860, -0.932], [-2.052, 3.759, 1.538], [-1.948, 2.106, 0.941], [-1.465, 3.463, -0.107], [0.378, 4.794, 3.178], [0.488, 5.415, 1.528], [1.908, 4.697, 2.293], [-0.821, 2.242, 3.688], [0.922, 1.988, 3.842], [-0.067, 0.828, 2.933], [1.636, 4.708, -0.183], [3.333, 5.624, -1.673], [5.027, 4.151, -2.738], [4.964, 1.715, -2.242], [3.317, 0.798, -0.709]], "mulliken_charge": [1.14, -0.50, 0.57, -0.55, 1.07, -1.07, -0.96, -0.43, 0.80, -0.84, 0.52, -0.79, 0.46, -0.77, -0.52, -0.86, -0.05, 0.16, 0.27, 0.22, 0.57, -0.06, 0.49, 0.51, 0.48, 0.44, 0.44, 0.33, -1.10, -0.07, 1.26, -0.07, -0.36, -0.56, -0.71, -0.66, -0.29, 0.46, -0.51, -0.72, -0.52, -0.70, -0.32, -1.13, 1.72, 0.30, 0.04, -0.54, -0.74, -0.75, -0.53, -0.02, -0.75, -0.68, -0.61, -0.73, -0.07, 0.14, 0.50, -0.49, 0.72, 0.13, 0.40, 0.39, 0.41, 0.43, 0.39, 0.42, 0.37, 0.43, 0.10, 0.79, 0.24, -0.13, 0.45, 0.40, 0.45, 0.41, 0.38, 0.44, 0.38, 0.46, 0.22, -0.65, -0.01, -1.45, -0.46, 0.36, 0.33, -0.37, -0.80, -0.68, -0.96, 0.14, 0.52, -0.06, 0.24, 0.44, 0.38, 0.39, 0.56, 0.44, -0.63, 0.30, 0.41, 0.39, 0.43, 0.24]}

***

[2]
{"formula": "C11H31ClIOP2Re", "method": "the ωB97M-V functional and the def2-TZVPD basis", "lumo_energy_ev": [-14.46, -14.54], "orbital_gap_ev": [5.731, 5.506], "multiplicity": 4, "charge": 3, "energy_ha": -2030.645632, "s_squared": 3.78, "elements": ["C", "I", "H", "H", "H", "Re", "P", "C", "C", "H", "H", "H", "H", "H", "H", "C", "H", "H", "H", "P", "C", "C", "H", "H", "H", "C", "H", "H", "H", "H", "H", "H", "Cl", "C", "C", "O", "C", "C", "H", "H", "H", "H", "H", "H", "H", "H", "H", "H"], "xyz": [[-1.648, 0.129, -1.489], [2.978, 0.042, 0.335], [-1.592, 0.223, -2.575], [-2.204, 0.973, -1.073], [-2.187, -0.785, -1.230], [0.353, 0.084, -0.740], [0.539, 2.437, -0.878], [0.175, 3.300, 0.690], [2.201, 3.030, -1.334], [2.138, 4.066, -1.683], [-0.294, 4.303, -2.198], [2.600, 2.385, -2.119], [-0.387, 2.751, -3.079], [0.870, 2.927, 1.449], [2.850, 2.960, -0.459], [-0.542, 3.241, -2.114], [0.295, 4.382, 0.579], [-1.592, 3.136, -1.831], [-0.847, 3.078, 1.009], [0.473, -2.276, -0.859], [0.085, -3.114, 0.717], [-0.628, -3.070, -2.085], [2.541, -2.281, -2.090], [2.028, -3.949, -1.659], [2.765, -2.864, -0.429], [2.119, -2.915, -1.309], [-0.496, -2.569, -3.048], [-0.374, -4.130, -2.186], [0.175, -4.200, 0.614], [-0.931, -2.861, 1.033], [-1.673, -2.978, -1.779], [0.790, -2.754, 1.472], [1.070, 0.073, -3.046], [-2.782, -0.385, 1.631], [-1.701, 0.699, 1.467], [-0.358, 0.208, 1.257], [0.039, -0.506, 2.470], [1.473, -0.522, 2.979], [-2.845, -1.060, 0.765], [-3.769, 0.107, 1.766], [-2.607, -1.004, 2.533], [-2.012, 1.446, 0.762], [-1.730, 1.348, 2.373], [-0.401, 0.035, 3.343], [-0.438, -1.485, 2.579], [1.905, 0.502, 2.985], [1.481, -0.889, 4.030], [2.091, -1.266, 2.453]], "lowdin_spin": [0.01, 0.80, 0.00, 0.02, 0.01, 1.63, 0.07, 0.02, 0.02, 0.00, 0.00, 0.00, 0.00, 0.00, 0.01, 0.03, 0.00, 0.00, 0.00, 0.07, 0.02, 0.03, 0.00, 0.00, 0.00, 0.01, 0.00, 0.00, 0.00, 0.00, 0.00, 0.00, 0.07, 0.00, 0.00, 0.04, 0.01, 0.07, 0.00, 0.00, 0.00, 0.00, 0.00, 0.00, 0.00, 0.00, 0.01, 0.03]}

***

[3]
{"formula": "C34H44Br12N8O8Zn", "method": "the ωB97M-V functional and the def2-TZVPD basis", "lumo_energy_ev": -0.81, "orbital_gap_ev": 6.414, "e_above_lowest_kj_mol": 213.7, "energy_ha": -35028.975548, "elements": ["Zn", "C", "O", "H", "H", "H", "C", "O", "H", "H", "H", "C", "N", "O", "O", "H", "H", "H", "C", "N", "O", "O", "H", "H", "H", "C", "N", "O", "O", "H", "H", "H", "N", "C", "C", "C", "C", "C", "H", "H", "H", "H", "H", "N", "C", "C", "C", "C", "C", "H", "H", "H", "H", "H", "N", "C", "C", "C", "C", "C", "H", "H", "H", "H", "H", "N", "C", "C", "C", "C", "C", "H", "H", "H", "H", "H", "N", "C", "C", "C", "C", "C", "H", "H", "H", "H", "H", "C", "Br", "Br", "Br", "H", "C", "Br", "Br", "Br", "H", "C", "Br", "Br", "Br", "H", "C", "Br", "Br", "Br", "H"], "xyz": [[-0.426, 2.471, -1.492], [-0.010, 5.457, -3.423], [-0.098, 4.260, -2.660], [0.772, 5.420, -4.181], [-0.891, 5.742, -3.998], [0.296, 6.300, -2.803], [-0.198, -0.293, 0.601], [-0.582, 0.726, -0.300], [0.551, 0.033, 1.322], [-1.037, -0.456, 1.278], [0.234, -1.206, 0.192], [-2.468, -3.918, 3.397], [-2.383, -4.179, 4.881], [-3.365, -3.928, 5.566], [-1.317, -4.608, 5.324], [-3.462, -4.075, 2.978], [-1.842, -4.663, 2.908], [-2.098, -2.928, 3.129], [3.543, 0.484, 1.234], [3.993, 1.488, 2.210], [4.306, 1.088, 3.327], [4.099, 2.649, 1.813], [4.430, 0.168, 0.684], [2.869, 1.138, 0.681], [3.044, -0.337, 1.749], [0.174, -4.900, -3.501], [-0.268, -3.513, -3.225], [0.632, -2.726, -3.130], [-1.488, -3.307, -3.246], [0.955, -4.759, -4.247], [-0.635, -5.504, -3.913], [0.530, -5.350, -2.574], [-0.137, 3.628, 0.312], [-0.638, 4.904, 0.480], [-0.649, 5.601, 1.671], [0.030, 5.058, 2.731], [0.729, 3.838, 2.596], [0.610, 3.146, 1.372], [-1.008, 5.307, -0.451], [-1.067, 6.594, 1.745], [0.092, 5.638, 3.640], [1.176, 3.343, 3.445], [1.087, 2.196, 1.182], [0.204, -7.277, 1.247], [1.415, -6.715, 1.510], [1.881, -5.453, 1.056], [1.014, -4.603, 0.342], [-0.215, -5.139, 0.091], [-0.634, -6.372, 0.478], [2.141, -7.234, 2.119], [2.913, -5.181, 1.222], [1.304, -3.596, 0.080], [-0.795, -4.436, -0.488], [-1.576, -6.747, 0.105], [-0.941, 1.376, -3.216], [-0.371, 1.597, -4.485], [-0.737, 0.986, -5.640], [-1.619, -0.111, -5.557], [-2.161, -0.405, -4.343], [-1.798, 0.347, -3.236], [0.266, 2.461, -4.607], [-0.323, 1.346, -6.570], [-1.939, -0.679, -6.419], [-2.939, -1.154, -4.296], [-2.232, -0.034, -2.323], [-2.664, 3.149, -1.120], [-3.275, 3.810, -2.150], [-4.584, 4.217, -2.096], [-5.327, 3.842, -0.956], [-4.770, 3.153, 0.122], [-3.407, 2.870, 0.011], [-2.657, 3.857, -3.035], [-4.944, 4.733, -2.974], [-6.372, 4.109, -1.001], [-5.358, 3.057, 1.023], [-3.043, 2.220, 0.793], [1.789, 1.973, -1.700], [2.848, 2.822, -1.598], [4.170, 2.462, -1.771], [4.446, 1.143, -2.105], [3.386, 0.266, -2.403], [2.117, 0.727, -2.099], [2.603, 3.855, -1.400], [4.921, 3.237, -1.724], [5.403, 0.780, -2.448], [3.596, -0.769, -2.629], [1.417, -0.079, -1.939], [-1.776, 1.322, 4.213], [-2.710, 2.966, 3.613], [-2.877, -0.217, 3.442], [-1.442, 1.169, 6.202], [-0.798, 1.419, 3.741], [6.076, -2.608, 2.612], [6.994, -0.894, 2.644], [7.425, -3.959, 2.139], [4.619, -2.704, 1.256], [5.668, -2.949, 3.564], [-4.348, -1.425, -0.556], [-5.864, -0.464, 0.344], [-4.891, -1.867, -2.378], [-4.011, -3.173, 0.430], [-3.404, -0.885, -0.478], [1.974, -1.937, 5.133], [1.675, -3.669, 4.125], [3.826, -1.929, 5.850], [0.638, -1.514, 6.510], [1.988, -1.115, 4.417]], "mulliken_charge": [1.76, -1.26, -0.33, 0.27, 0.31, 0.27, -0.31, -0.21, -0.25, -0.21, 0.06, -0.41, 0.95, -0.55, -0.51, 0.36, 0.17, -0.04, 0.91, 1.03, -0.56, -0.56, 0.34, -1.05, -0.06, -0.77, 0.99, -0.51, -0.47, 0.33, 0.28, 0.22, 1.16, -0.29, -0.96, -0.69, -0.77, -0.21, 0.34, 0.49, 0.39, 0.63, -0.03, -0.55, -0.29, -0.51, 0.33, -0.20, -0.64, 0.39, 0.28, 0.24, 0.50, 0.39, 0.63, -0.51, -0.82, -0.44, -0.36, 0.69, 0.32, 0.44, 0.44, 0.09, -0.27, 0.42, -0.42, -0.86, -0.20, -1.23, -0.27, 0.38, 0.44, 0.38, 0.58, 0.67, 0.62, -0.44, -0.82, -0.57, -0.97, -0.50, 0.39, 0.48, 0.44, 0.54, 0.56, 0.03, -0.04, 0.02, -0.06, 0.01, -0.33, -0.01, -0.06, 0.05, 0.34, 0.32, -0.04, -0.03, 0.03, -0.29, -0.10, 0.08, -0.06, -0.01, 0.08]}